The following is a DFT calculation (ωB97M-V with the def2-TZVPD basis set) of a molecular structure, C5H11NO.

XYZ file:
```
18
Properties=species:S:1:pos:R:3:forces:R:3:mulliken_charge:R:1
C -1.126379 0.091789 -0.047508 1.690 1.697 -1.418 0.27
C -1.187596 1.618183 -0.404162 1.265 -0.865 2.783 -1.05
C 0.892221 -0.363293 1.653662 -2.038 -0.345 -1.811 -1.13
C 1.168530 -0.010075 -1.127681 2.588 -1.210 -0.339 -1.58
C 0.237713 -0.647086 -0.166482 0.246 0.213 4.046 1.04
N -2.221524 -0.374320 0.249413 -2.661 -1.866 0.744 -0.65
O 0.074003 -2.010950 -0.450370 -3.466 1.771 1.181 -0.50
H -1.587255 2.201783 0.467651 0.595 -0.702 -0.482 0.29
H -1.867369 1.858568 -1.165481 -0.642 -0.157 -1.451 0.32
H -0.168857 1.905352 -0.594208 0.050 0.883 -0.360 0.28
H 0.035165 -0.345533 2.378404 0.535 -0.311 -0.953 0.29
H 1.342081 0.610158 1.730712 0.248 0.538 -0.392 0.34
H 1.617573 -1.091167 1.990756 0.096 -0.453 -0.383 0.37
H 1.587067 0.926610 -0.724430 0.052 -0.552 -0.546 0.29
H 2.003062 -0.753006 -1.537699 -1.317 1.546 1.455 0.36
H 0.614941 0.127489 -2.009500 -0.748 0.817 -1.376 0.45
H -2.298967 -1.383035 0.418253 0.575 0.240 -0.013 0.26
H 0.885586 -2.361463 -0.661335 2.930 -1.243 -0.685 0.34
```
Positions in Å, forces in eV/Å.

## Properties
Strongest force on any atom = 4.1 eV/A
HOMO energy = -9.13 eV
Spin multiplicity = 1
Molecular weight = 101.15 u
Lowest unoccupied orbital energy = 0.02942 hartree